This record from the Open Molecules 2025 dataset describes a structure of composition C9H5Cl2I2O2ReS3. The level of theory is ωB97M-V/def2-TZVPD.

Properties
E_HOMO (alpha / beta): -11.91 / -11.98 eV
Kohn-Sham gap (alpha / beta): 0.230 / 0.243 hartree
net charge: +1
LUMO level (alpha / beta): -0.2073 / -0.1975 Ha
<S²>: 0.77
spin multiplicity: 2

Last column: Löwdin spin population.
Cartesian coordinates (Å):
Re  1.642  0.989  -1.101  0.77
I  2.843  2.613  0.748  0.01
C  1.467  2.453  2.387  0.01
I  -0.455  3.175  1.941  0.00
H  1.920  3.037  3.180  0.00
H  1.419  1.397  2.620  0.00
S  0.667  3.771  -4.493  0.01
C  1.007  2.857  -3.247  0.02
S  2.601  2.134  -2.744  -0.02
S  -0.021  2.242  -1.921  0.17
Cl  -3.604  -3.776  0.716  0.00
C  -2.266  -2.698  0.609  0.00
C  -1.784  -2.091  1.787  0.01
C  -0.726  -1.223  1.760  0.00
Cl  -0.134  -0.564  3.238  0.00
C  -0.109  -0.864  0.537  0.00
O  0.882  -0.024  0.503  0.01
C  -0.577  -1.526  -0.633  0.00
C  0.133  -1.427  -1.837  0.01
O  1.110  -0.651  -2.074  0.01
C  -1.656  -2.448  -0.579  0.00
H  -2.253  -2.325  2.733  0.00
H  -0.117  -2.111  -2.647  0.00
H  -1.988  -2.940  -1.484  0.00

Cartesian forces, eV/Å:
0.022 0.009 -0.135
-0.039 -0.070 -0.018
-0.016 0.000 -0.034
0.022 -0.008 0.029
-0.007 0.016 -0.004
0.002 0.015 -0.011
-0.015 0.030 -0.021
0.038 -0.060 0.045
-0.009 0.050 -0.038
0.015 0.015 -0.009
0.007 0.003 0.007
0.014 0.007 -0.010
-0.016 -0.013 -0.003
0.009 0.015 0.051
-0.011 -0.012 -0.022
0.034 0.073 -0.025
-0.072 -0.113 0.120
0.038 -0.018 -0.050
-0.071 -0.076 0.062
0.081 0.124 0.085
-0.039 -0.010 0.012
-0.001 -0.001 0.000
0.002 0.021 -0.028
0.011 0.005 -0.003


This record from the Open Molecules 2025 dataset describes an isolated molecule of C10H12N2O2 at a distorted geometry. The level of theory is ωB97M-V/def2-TZVPD.

Properties
E_HOMO: -8.65 eV
Kohn-Sham gap: 0.341 hartree
LUMO level: 0.0234 Ha

Last column: Löwdin charge in e.
Cartesian coordinates (Å):
C  4.067  0.744  0.107  -0.07
C  3.344  0.813  1.343  -0.07
C  3.406  0.225  -1.029  -0.09
C  2.038  0.342  1.395  -0.04
C  2.087  -0.162  -0.983  -0.04
C  1.420  -0.226  0.259  -0.19
C  -3.446  -0.139  0.176  -0.54
C  -1.058  -0.128  0.542  -0.07
C  0.042  -0.840  0.226  -0.20
C  -0.044  -2.210  -0.464  -0.05
N  -3.271  1.141  -0.370  -0.06
N  -4.378  1.889  -0.485  0.01
O  -4.427  -0.694  0.514  0.15
O  -2.266  -0.826  0.394  0.01
H  5.066  1.123  -0.133  0.10
H  3.979  1.053  2.205  0.10
H  3.971  0.215  -1.943  0.09
H  1.433  0.314  2.258  0.09
H  1.593  -0.682  -1.778  0.10
H  -1.100  0.870  0.982  0.14
H  -2.420  1.451  -0.968  0.19
H  -0.989  -2.843  -0.131  0.12
H  0.678  -2.890  -0.037  0.07
H  -0.016  -2.189  -1.584  0.09
H  -4.574  2.207  0.457  0.10
H  -5.138  1.442  -0.953  0.09

Cartesian forces, eV/Å:
-1.730 -0.252 -0.407
2.021 -0.390 -1.281
0.543 1.096 0.710
-0.177 -0.713 -1.417
-0.052 -1.301 1.578
0.077 0.965 -0.450
3.394 0.419 -0.276
0.355 -1.655 -0.307
-0.073 0.686 -0.562
-2.389 -1.283 1.012
2.752 -1.743 -0.989
-0.636 2.231 0.431
-2.180 0.176 -0.008
0.297 1.261 -0.010
-0.215 -0.183 1.000
-0.925 0.303 -0.053
-0.029 -0.128 -0.386
-0.139 0.097 1.259
0.035 0.213 -0.738
0.061 -0.331 -0.167
-2.062 -1.274 1.613
1.366 1.852 -0.932
1.000 0.141 -0.357
0.108 0.033 1.090
-0.927 0.151 -0.404
-0.474 -0.371 0.052


This record from the Open Molecules 2025 dataset describes an isolated molecule of C5H2O. The level of theory is ωB97M-V/def2-TZVPD.

Properties
E_HOMO: -9.89 eV
Kohn-Sham gap: 0.316 hartree
LUMO level: -0.0468 Ha

Last column: Löwdin charge in e.
Cartesian coordinates (Å):
O  -1.313  -1.318  1.013  0.06
C  -0.844  -0.240  0.795  -0.36
C  -0.701  0.446  -0.918  0.13
C  0.289  1.115  -1.420  0.03
C  0.922  0.412  -0.399  -0.19
C  0.983  -0.241  0.684  0.09
H  -1.042  0.712  1.307  0.14
H  1.513  -0.930  1.316  0.10

Cartesian forces, eV/Å:
0.248 0.577 -0.182
-0.360 -0.469 0.497
0.042 0.211 -0.432
-0.241 -0.195 0.217
0.202 -0.230 0.423
0.198 0.112 -0.296
-0.020 -0.106 -0.105
-0.070 0.100 -0.123


This record from the Open Molecules 2025 dataset describes an isolated molecule of C9H18N2O3 at a distorted geometry. The level of theory is ωB97M-V/def2-TZVPD.

Properties
E_HOMO: -9.26 eV
Kohn-Sham gap: 0.361 hartree
LUMO level: 0.0203 Ha

Last column: Löwdin charge in e.
Cartesian coordinates (Å):
C  -0.414  -0.459  -0.653  -0.28
C  -0.368  1.053  -0.824  -0.33
C  -1.957  -0.827  -0.685  -0.29
C  -1.953  -1.955  -1.598  -0.12
C  -2.362  -1.393  0.776  -0.22
C  -2.472  -0.348  1.912  -0.12
C  2.134  1.041  -0.365  -0.29
C  2.574  1.638  1.116  -0.36
C  3.351  1.208  -1.285  -0.04
H  0.225  -0.280  1.261  0.12
H  0.320  -1.779  0.735  0.10
H  0.045  -0.804  -1.534  0.12
H  -2.529  0.108  -0.859  0.14
H  -1.464  -1.871  -2.585  0.09
H  -1.301  -2.810  -1.132  0.12
H  -2.819  -2.541  -1.680  0.06
H  -1.800  -2.260  1.329  0.12
H  -3.266  -1.998  0.657  0.10
H  -2.659  -0.847  2.879  0.07
H  -1.706  0.428  2.061  0.06
H  -3.438  0.230  1.717  0.09
H  0.753  2.722  -1.128  0.18
H  1.700  0.053  -0.096  0.05
H  2.972  0.880  -2.340  0.12
H  3.231  2.286  -1.429  0.07
H  4.317  0.950  -0.984  0.06
H  3.148  1.344  2.865  0.09
N  0.513  -0.828  0.409  0.04
N  0.954  1.668  -1.011  0.09
O  -1.392  1.778  -0.916  0.02
O  2.693  2.854  1.246  0.06
O  2.968  0.760  2.141  0.08

Cartesian forces, eV/Å:
-1.190 2.193 0.533
0.405 3.560 -0.587
1.871 -0.473 3.866
1.911 -3.679 -0.892
0.887 -0.760 0.887
-2.732 0.691 -0.317
0.226 -0.133 1.845
0.379 1.875 -1.221
-4.047 1.316 -2.536
0.568 -0.607 -0.932
0.074 -0.038 -0.429
0.433 -0.678 -1.404
0.208 -1.026 -0.249
-0.598 0.570 0.284
-0.587 1.519 -0.464
-1.889 -0.191 -0.485
0.379 1.338 -1.939
-0.609 0.829 -0.009
0.297 0.150 -0.387
0.092 -0.564 -0.429
1.233 -0.372 0.334
1.135 -2.094 0.556
1.844 0.547 -0.822
1.248 -0.163 1.853
1.131 0.283 -0.055
1.221 -0.699 0.475
0.391 0.664 0.911
-2.713 -0.974 2.790
-2.834 0.690 1.056
2.956 -1.772 0.149
-0.393 -2.314 0.330
-1.299 0.312 -2.716


Relative energy (zero: lowest compared OMol25 entry of this formula, charge and spin) list, top to bottom, in kcal per mole: 2.95 42.20 100.66 89.60